(1)
This record from the OMol25 dataset describes 27 unconnected molecules or ions with the total composition C54H162O27 at a distorted geometry. The level of theory is wB97M-V/def2-TZVPD.

Properties
Molecular weight ... 1243.9 u
ΔE to the lowest compared entry with this formula, charge and spin ... 2.008 eV
Kohn-Sham gap ... 9.818 eV
Largest force on an atom ... 0.0576 hartree/bohr

Each line ends with the Mulliken charge.
Positions of all 243 atoms, in Å:
C1 -5.39316 -5.82466 -1.18828  -1.032
C2 -3.86586 -6.00816 -1.31147  -0.339
O1 -3.29408 -4.77832 -0.88859  0.114
H1 -5.64474 -5.84204 -0.10956  0.232
H2 -5.91220 -6.58322 -1.81035  0.405
H3 -5.69610 -4.85888 -1.60637  0.088
H4 -3.56866 -6.26614 -2.31057  0.369
H5 -3.54401 -6.85499 -0.69120  0.306
H6 -2.36080 -4.84572 -0.57166  -0.119
C3 1.96747 1.32545 -6.54715  -1.340
C4 1.61580 1.32652 -5.06458  1.802
O2 1.26727 2.65358 -4.54511  -0.301
H7 2.76843 2.06400 -6.76254  0.303
H8 1.11280 1.52276 -7.19325  0.387
H9 2.39687 0.36996 -6.78590  0.188
H10 2.44063 1.04175 -4.41700  -0.615
H11 0.79453 0.64841 -4.81425  -0.518
H12 0.34125 2.77302 -4.73497  0.094
C5 -6.23097 -1.75133 -3.24388  -1.149
C6 -5.69896 -0.33631 -2.92266  -0.010
O3 -5.31306 -0.24048 -1.57002  -0.012
H13 -6.90356 -1.99275 -2.44925  0.274
H14 -5.45240 -2.50443 -3.29520  0.073
H15 -6.69522 -1.73267 -4.21698  0.501
H16 -6.63699 0.34303 -3.04496  0.311
H17 -4.87523 0.04315 -3.60120  0.028
H18 -4.50917 -0.78349 -1.43188  -0.231
C7 -0.30734 -7.50645 -1.78543  -1.411
C8 0.22248 -6.11862 -1.48236  0.369
O4 -0.52379 -5.51579 -0.44897  -0.577
H19 0.38990 -8.00237 -2.43142  0.438
H20 -1.24926 -7.36256 -2.35063  0.220
H21 -0.41235 -8.19416 -0.94127  0.323
H22 0.05830 -5.58576 -2.39369  0.096
H23 1.28272 -6.21766 -1.12376  0.070
H24 0.05793 -5.08774 0.19755  0.392
C9 -3.36158 -3.92784 3.04723  1.483
C10 -3.74899 -4.94822 4.07722  -0.906
O5 -4.05838 -4.39767 5.28916  -0.549
H25 -2.48863 -3.37339 3.37244  -0.648
H26 -4.22011 -3.20764 3.00111  -0.255
H27 -3.18920 -4.41269 2.08717  -0.299
H28 -2.99863 -5.74751 4.19240  0.379
H29 -4.64647 -5.46079 3.73917  0.402
H30 -3.19937 -4.06745 5.57190  0.314
C11 6.34257 -3.16050 3.10590  -1.451
C12 5.04297 -2.35645 3.27799  0.777
O6 5.15766 -1.09368 2.56894  -0.384
H31 6.15084 -4.20219 3.10947  0.405
H32 7.04399 -2.87874 3.88584  0.399
H33 6.70336 -2.95260 2.10155  0.210
H34 4.80003 -2.09049 4.29468  0.152
H35 4.24223 -2.92845 2.83553  -0.193
H36 4.45135 -0.44728 2.78738  0.088
C13 2.52221 2.62441 3.85586  -1.262
C14 2.25274 1.21413 4.29994  0.037
O7 2.71847 0.16654 3.40776  0.071
H37 2.27940 3.36211 4.62055  0.520
H38 1.77316 2.93043 3.12656  -0.095
H39 3.54245 2.84081 3.56876  0.286
H40 1.19588 1.13216 4.44710  -0.147
H41 2.70278 0.95277 5.28520  0.641
H42 2.17944 0.26015 2.58777  -0.014
C15 -4.35831 5.95256 -2.56616  -1.338
C16 -4.86981 4.74542 -1.75071  -0.076
O8 -3.87715 4.16711 -0.97386  -0.102
H43 -3.66535 5.69074 -3.35033  0.137
H44 -3.90500 6.70583 -1.92040  0.297
H45 -5.24816 6.42476 -2.96303  0.415
H46 -5.25053 4.03786 -2.54302  0.170
H47 -5.67451 5.08408 -1.14132  0.437
H48 -4.32439 3.40592 -0.56826  0.329
C17 -1.55994 -2.72707 -3.27955  -0.562
C18 -1.85851 -2.19939 -1.88972  2.953
O9 -3.28872 -2.12385 -1.61268  0.680
H49 -2.02294 -3.73731 -3.43349  0.348
H50 -0.49035 -2.75074 -3.43789  -0.377
H51 -1.93426 -2.03628 -4.05137  0.230
H52 -1.35261 -1.17357 -1.72252  -1.181
H53 -1.38696 -2.86047 -1.10894  -1.242
H54 -3.56176 -3.01132 -1.42009  -0.401
C19 2.70000 -3.92173 6.20937  -1.218
C20 2.35377 -2.41908 6.08407  -0.195
O10 1.84864 -2.18292 4.77479  0.077
H55 1.78265 -4.55910 6.16063  0.274
H56 3.24191 -4.18873 7.12605  0.393
H57 3.41303 -4.11740 5.36788  0.163
H58 3.22048 -1.77850 6.31594  0.460
H59 1.63378 -2.27423 6.87789  0.437
H60 2.21569 -1.38313 4.35669  -0.257
C21 1.33299 -2.78455 -6.16339  -0.492
C22 2.86206 -2.87086 -6.33002  -0.256
O11 3.47891 -3.11231 -5.08527  -0.487
H61 1.01665 -3.73023 -5.75728  0.284
H62 0.82701 -2.49694 -7.09888  0.447
H63 1.11899 -2.02363 -5.36698  -0.276
H64 3.30557 -1.96628 -6.85278  0.178
H65 3.01561 -3.75489 -6.98209  0.326
H66 3.23821 -2.33001 -4.52856  0.019
C23 2.73342 7.20612 0.63091  -0.873
C24 3.93968 6.39790 0.29327  -0.283
O12 3.52993 5.02067 0.08510  -0.413
H67 1.95020 7.15484 -0.05703  0.249
H68 2.97838 8.21338 0.87837  0.469
H69 2.39238 6.76297 1.55257  0.030
H70 4.66834 6.37255 1.14211  0.351
H71 4.61547 6.79817 -0.53348  0.288
H72 4.05015 4.67758 -0.68825  -0.061
C25 -3.92907 6.20632 1.62296  -0.556
C26 -4.63189 5.28274 2.63983  0.327
O13 -3.54600 4.43982 3.16608  -0.311
H73 -3.16832 6.81881 2.14104  0.276
H74 -4.62044 6.99660 1.30828  0.404
H75 -3.53374 5.65389 0.74945  -0.144
H76 -5.31381 4.55170 2.30600  -0.291
H77 -5.14063 5.75098 3.50349  0.266
H78 -3.74677 3.52453 2.85214  0.123
C27 -0.22949 6.10678 3.51768  -0.562
C28 -0.48579 6.22022 5.04620  -0.338
O14 -1.89140 6.04599 5.26567  -0.551
H79 0.80354 6.26738 3.22391  0.110
H80 -0.73425 6.86333 2.95096  0.341
H81 -0.57726 5.15832 3.05047  0.138
H82 -0.23683 7.20083 5.40223  0.341
H83 0.10709 5.44565 5.59829  0.140
H84 -2.31295 5.46565 4.62245  0.344
C29 -6.20742 -2.42701 0.81617  0.607
C30 -7.04239 -2.72286 2.02565  -0.628
O15 -7.69384 -1.46255 2.31810  -0.480
H85 -5.55379 -3.26146 0.58589  -0.111
H86 -5.51310 -1.59166 0.98502  -0.700
H87 -6.89473 -2.27174 -0.03027  0.274
H88 -6.51637 -3.02812 2.92374  0.435
H89 -7.74169 -3.50635 1.72471  0.286
H90 -8.15752 -1.60576 3.15061  0.297
C31 7.44261 -0.43606 -4.16988  -1.126
C32 7.12918 0.57347 -3.02456  -0.411
O16 5.86750 0.31305 -2.37881  -0.218
H91 8.34835 -0.09006 -4.67782  0.412
H92 6.62779 -0.38617 -4.88822  0.216
H93 7.52227 -1.47431 -3.82517  0.278
H94 7.04288 1.53366 -3.49830  0.254
H95 7.98579 0.72112 -2.35198  0.375
H96 6.00757 0.01107 -1.42893  0.162
C33 0.02214 -2.75835 1.96986  -0.666
C34 1.46607 -3.06258 1.56556  1.660
O17 1.45367 -4.29465 0.81360  -0.514
H97 0.01106 -1.71929 2.30749  -0.400
H98 -0.17166 -3.43779 2.78655  0.977
H99 -0.69566 -2.83538 1.14513  -0.432
H100 2.14776 -3.14776 2.44681  -0.520
H101 1.83002 -2.16174 1.03105  -0.472
H102 2.28907 -4.77529 0.99732  0.025
C35 -7.44848 2.21381 1.10830  -1.598
C36 -6.15060 1.54659 0.68959  1.302
O18 -5.62617 2.21324 -0.46115  -0.416
H103 -8.19669 2.17152 0.32560  0.432
H104 -7.30396 3.26762 1.45408  0.267
H105 -7.82278 1.68268 2.01656  0.329
H106 -6.31297 0.50754 0.49815  -0.181
H107 -5.42162 1.56747 1.49601  -0.347
H108 -5.25829 1.49815 -0.99424  0.376
C37 -0.56890 -0.18269 6.28573  -1.148
C38 -1.22867 -1.11108 5.26683  0.793
O19 -1.06856 -2.45533 5.49067  -0.512
H109 0.50242 -0.43095 6.18604  0.035
H110 -0.88516 -0.39916 7.27721  0.364
H111 -0.80965 0.86444 6.06021  0.325
H112 -0.90796 -0.82932 4.24566  -0.603
H113 -2.29058 -1.00343 5.29338  0.551
H114 -0.12305 -2.63083 5.37811  0.164
C39 -2.84006 -0.34532 1.48285  2.542
C40 -2.32755 1.01184 2.01903  0.624
O20 -3.24897 1.63694 2.92197  -0.513
H115 -2.04433 -0.63494 0.81563  -0.945
H116 -3.70659 -0.27470 0.88012  -1.295
H117 -2.83211 -1.07942 2.34296  -0.025
H118 -2.09912 1.74721 1.21463  -0.492
H119 -1.32258 0.86037 2.52604  -0.393
H120 -3.28697 1.01601 3.69864  0.271
C41 3.38196 5.01341 -3.45543  -1.033
C42 3.69231 3.63556 -2.93035  1.138
O21 4.81092 3.65840 -2.05467  -0.644
H121 3.17368 5.70297 -2.57867  0.048
H122 2.44281 4.95120 -4.09113  0.179
H123 4.14369 5.41172 -4.09877  0.441
H124 3.94352 2.95421 -3.73319  0.511
H125 2.84684 3.25642 -2.39139  -1.029
H126 5.61220 3.65599 -2.56413  0.274
C43 4.36052 1.42318 0.39361  2.369
C44 5.90499 1.31882 0.63397  -1.014
O22 6.41568 0.03979 0.16188  -0.581
H127 4.13027 2.10882 -0.41942  -0.843
H128 3.87763 1.74287 1.31662  -0.395
H129 3.93626 0.42574 0.22868  -0.815
H130 6.11984 1.42872 1.69239  0.400
H131 6.47848 2.03964 0.06620  0.324
H132 6.14489 -0.60279 0.82732  0.285
C45 -1.59260 1.20915 -3.60731  1.281
C46 -2.61732 2.22508 -3.94422  0.028
O23 -1.92327 3.21673 -4.75499  -0.541
H133 -0.69755 1.61010 -3.13518  -0.793
H134 -1.21236 0.74034 -4.52814  0.164
H135 -2.00170 0.41511 -2.94735  -0.411
H136 -3.09303 2.65779 -3.08488  -0.070
H137 -3.44023 1.78003 -4.55410  0.175
H138 -2.33481 4.09708 -4.84854  0.246
C47 0.43461 4.93970 -1.40640  -0.496
C48 0.10050 4.53005 0.07026  0.414
O24 1.13398 3.75233 0.58480  0.770
H139 -0.42046 5.30713 -1.92469  0.619
H140 0.89233 4.08233 -1.86627  -0.416
H141 1.22403 5.71435 -1.42220  -0.037
H142 -0.78439 3.84397 0.02629  -0.306
H143 -0.11861 5.42659 0.69939  -0.006
H144 2.01341 4.24854 0.37638  -0.345
C49 5.12696 -4.95254 -1.78927  -1.416
C50 4.97367 -4.28853 -0.44148  0.959
O25 4.39799 -5.12138 0.57466  -0.501
H145 5.58033 -4.32751 -2.51807  0.409
H146 4.14026 -5.31891 -2.02556  0.291
H147 5.78902 -5.83192 -1.76547  0.440
H148 4.21067 -3.53880 -0.52977  -0.499
H149 5.89241 -3.84307 -0.06534  0.119
H150 4.80968 -5.98083 0.54028  0.261
C51 1.18324 0.87582 -1.09866  0.390
C52 0.39573 0.64143 0.09414  2.309
O26 0.96825 1.02671 1.32764  1.530
H151 1.43891 1.93123 -1.30627  -0.528
H152 0.65595 0.42858 -1.92357  0.047
H153 2.12600 0.30600 -1.22216  -1.035
H154 0.23213 -0.44974 0.29597  -0.792
H155 -0.59619 1.13617 -0.02934  -0.849
H156 1.26197 1.94738 1.27432  -1.038
C53 2.10278 -2.47380 -2.03166  1.351
C54 3.43240 -1.76903 -2.17510  -0.832
O27 3.41272 -0.77365 -3.22019  0.430
H157 1.83136 -2.71242 -3.05101  -0.010
H158 1.32160 -1.88312 -1.58075  -0.784
H159 2.35718 -3.47082 -1.54023  -0.412
H160 4.21502 -2.51940 -2.44681  0.747
H161 3.67315 -1.27791 -1.23979  0.003
H162 4.24689 -0.29487 -2.98212  -0.067

(2)
This record from the OMol25 dataset describes a molecular structure, C54H34F15GeIN3O3PS5Tl at a distorted geometry. The level of theory is wB97M-V/def2-TZVPD.

Properties
2S+1 ... 2
Molecular weight ... 1653.1 u
ΔE to the lowest compared entry with this formula, charge and spin ... 0.662 eV
Kohn-Sham gap (alpha / beta) ... 5.453 / 5.080 eV
Largest force on an atom ... 0.0292 hartree/bohr
Charge ... -2

Each line ends with the Mulliken spin population.
Positions of all 118 atoms, in Å:
Tl1 0.61142 -0.66551 -0.45879  -0.038
O1 2.52155 0.30731 -2.04321  0.001
N1 2.50408 0.82895 -3.23956  -0.003
C1 3.69500 0.94978 -3.88383  -0.001
C2 3.79770 1.50797 -5.12659  0.001
C3 2.63321 1.95339 -5.75343  -0.001
C4 1.42987 1.80611 -5.10652  0.001
C5 1.32154 1.23416 -3.82032  0.001
S1 -0.18275 1.04195 -3.00883  0.003
H1 4.52924 0.56389 -3.31926  0.000
H2 4.76939 1.58085 -5.59451  0.000
H3 2.67304 2.40033 -6.73978  0.000
H4 0.50320 2.11820 -5.56756  0.000
I1 4.32836 -0.87547 0.07069  0.021
C6 4.87166 -0.84001 2.07982  -0.019
C7 5.47288 -1.95480 2.58446  0.004
C8 6.05667 -1.94460 3.87392  0.001
C9 6.10999 -0.78605 4.58047  0.000
C10 5.49227 0.39466 4.08498  0.000
C11 5.64017 1.61788 4.78356  -0.002
C12 5.06168 2.75494 4.31236  -0.002
C13 4.18955 2.68408 3.20220  -0.011
C14 3.95595 1.51373 2.52448  -0.044
P1 2.43695 1.46885 1.41140  0.493
C15 3.07040 2.64072 0.07862  0.091
C16 2.17574 3.01837 -0.93047  0.102
C17 2.60282 3.72511 -2.04615  -0.028
C18 3.95382 4.02046 -2.20028  0.047
C19 4.86285 3.59113 -1.24147  -0.015
C20 4.42722 2.89318 -0.11757  0.109
C21 1.26147 2.57666 2.32426  0.043
C22 0.74721 3.75962 1.78976  0.015
C23 -0.15107 4.54567 2.50669  -0.017
C24 -0.56238 4.16119 3.77156  0.035
C25 -0.04753 2.99430 4.32554  -0.020
C26 0.85199 2.21750 3.61227  0.042
C27 4.74388 0.35724 2.87396  0.021
H5 5.53906 -2.84647 1.97142  0.002
H6 6.50977 -2.84879 4.26265  0.000
H7 6.63251 -0.73867 5.52982  0.000
H8 6.23949 1.63137 5.68841  0.000
H9 5.20869 3.70108 4.82138  0.000
H10 3.63723 3.57325 2.92148  0.000
H11 1.13921 2.69790 -0.87773  -0.002
H12 1.89073 3.99120 -2.81977  0.003
H13 4.29797 4.54628 -3.08261  0.002
H14 5.92274 3.77681 -1.37588  0.002
H15 5.15376 2.55205 0.60965  0.016
H16 1.05632 4.09892 0.81280  0.016
H17 -0.53076 5.45767 2.06061  0.001
H18 -1.28368 4.75677 4.31878  0.002
H19 -0.35960 2.67447 5.31240  0.000
H20 1.24392 1.32536 4.07487  0.010
C28 1.89103 -0.73939 3.26685  0.049
O2 1.90404 -0.03581 2.03469  0.046
H21 2.58114 -0.32910 4.01176  0.004
H22 2.19392 -1.76978 3.07322  0.006
H23 0.87749 -0.74102 3.68246  0.004
C29 -1.41611 4.30985 -1.56384  -0.001
C30 -2.09470 3.86540 -0.30522  0.000
C31 -2.96631 4.63240 0.39568  0.001
C32 -3.50628 4.08640 1.58702  0.000
N2 -3.20137 2.90523 2.05426  0.001
C33 -2.28741 2.10944 1.37505  0.004
S2 -1.74914 0.64496 1.91468  -0.002
N3 -1.79797 2.63614 0.17685  -0.007
C34 -4.47562 4.90787 2.39266  0.000
H24 -1.87776 5.22739 -1.92751  0.000
H25 -1.45548 3.54263 -2.33481  0.000
H26 -0.35540 4.49772 -1.36969  0.002
H27 -3.23578 5.61988 0.04750  0.000
H28 -1.15304 2.04806 -0.33849  0.002
H29 -5.32285 5.22614 1.77798  0.000
H30 -3.97913 5.81102 2.76109  0.000
H31 -4.83337 4.32417 3.23795  0.000
F1 -3.40377 -4.00165 -3.77985  0.000
C35 -3.39681 -2.69942 -3.45990  0.000
C36 -3.29890 -2.26556 -2.15000  -0.001
C37 -3.39821 -0.89477 -1.96887  0.002
F2 -3.36478 -0.37178 -0.73637  -0.001
C38 -3.56862 -0.00145 -3.00288  -0.001
F3 -3.69019 1.31323 -2.76891  0.000
C39 -3.62171 -0.47357 -4.29309  0.000
F4 -3.77355 0.37445 -5.31301  0.000
C40 -3.53742 -1.82729 -4.52363  0.000
F5 -3.62082 -2.28497 -5.77814  0.000
Ge1 -3.14997 -3.36731 -0.48353  -0.001
S3 -1.75100 -3.00016 1.02759  -0.001
C41 -2.93122 -5.26078 -1.07018  0.001
C42 -1.91486 -5.59034 -1.95144  0.000
F6 -1.15475 -4.63819 -2.50205  -0.001
C43 -1.62260 -6.89511 -2.30122  0.000
F7 -0.67024 -7.18241 -3.18831  0.000
C44 -2.33648 -7.91913 -1.71735  0.000
F8 -2.06960 -9.19013 -2.03926  0.000
C45 -3.32493 -7.63686 -0.80063  0.000
F9 -4.00346 -8.64369 -0.22908  0.000
C46 -3.60046 -6.32096 -0.48876  -0.001
F10 -4.57801 -6.12497 0.41565  0.000
C47 -5.10205 -3.17488 -0.02619  0.001
C48 -6.08673 -3.80551 -0.76404  0.000
F11 -5.77339 -4.53664 -1.84998  0.000
C49 -7.42857 -3.72838 -0.45650  0.000
F12 -8.35184 -4.36261 -1.19398  0.000
C50 -7.82471 -2.97620 0.62723  0.000
F13 -9.12289 -2.88315 0.93883  0.000
C51 -6.88350 -2.31018 1.37895  0.000
F14 -7.28293 -1.56588 2.41770  0.000
C52 -5.54404 -2.41547 1.04713  0.000
F15 -4.70038 -1.73190 1.81728  0.000
C53 1.55607 -4.15454 0.20563  -0.003
O3 2.61187 -4.75526 -0.54902  0.000
C54 2.98395 -4.18955 -1.72544  0.001
S4 4.24151 -5.00054 -2.52020  0.002
S5 2.21724 -2.75434 -2.25301  0.009
H32 1.37671 -4.82355 1.04548  0.000
H33 0.64738 -4.05217 -0.37889  -0.001
H34 1.85240 -3.16702 0.57093  0.002